The following is a DFT calculation (ωB97M-V/def2-TZVPD) of a gas-phase ion, C5H11BBrN4O2 (charge +1) in a non-equilibrium geometry.

Structure (ORCA input):
```
! RIJCOSX wB97M-V def2-TZVPD def2/J DEFGRID3
* xyz 1 1
Br 1.14339 -2.76898 -1.08097
O -2.94327 -0.21961 -0.42752
O 1.53762 3.10162 1.98081
N -1.02419 -1.92126 1.54584
N -0.52822 -0.27391 -0.06138
N 1.10910 -1.67909 0.43572
N -1.60124 -0.52853 -2.44119
C 0.39999 1.89073 0.31535
C 0.66975 0.53523 -0.40024
C -0.24196 -1.33567 0.69286
C 1.75691 -0.35558 0.30628
C 1.63895 2.43405 1.04307
B -1.69322 -0.34418 -1.01047
H -0.39885 1.72069 1.03134
H 2.61575 2.10947 0.62572
H -0.99074 0.13139 -2.90906
H -2.95570 0.66306 -0.02300
H -2.02621 -2.01727 1.42925
H 0.97134 0.59330 -1.44434
H -0.61179 -2.24914 2.41133
H 2.65922 -0.56972 -0.25543
H 0.03090 2.64333 -0.38626
H 1.89490 -0.07797 1.35095
H -1.41243 -1.48197 -2.72865
*
```

Summary:
SMILES string ... NB(O)N1C(N)=[N+](Br)C[C@@H]1CC=O
Highest occupied orbital energy ... -13.3 eV
Energy ... -3165.260531 a.u.